(1)
{"formula": "C8H12N4", "method": "the ωB97M-V functional and the def2-TZVPD basis", "smiles": "[H]/N=C(\\N)CC#N.C/C=C(\\C)C#N", "total_energy_ev": -14448.6374, "homo_lumo_gap_ev": 9.67, "largest_force_ha_per_bohr": 0.110, "homo_energy_ev": -9.24, "relative_energy_kj_mol": 281.20, "species": ["C", "C", "C", "C", "C", "C", "C", "C", "H", "H", "H", "H", "H", "H", "H", "H", "H", "H", "H", "H", "N", "N", "N", "N"], "positions_angstrom": [[1.271, -0.646, 0.529], [2.611, -0.888, -0.085], [3.606, 0.009, -0.055], [3.491, 1.367, 0.598], [4.852, -0.325, -0.683], [-4.090, -0.032, -0.301], [-3.017, -0.743, 0.508], [-1.694, -0.663, -0.098], [0.808, 0.249, 0.099], [0.623, -1.492, 0.379], [1.359, -0.453, 1.607], [2.790, -1.840, -0.587], [2.682, 1.948, 0.140], [3.251, 1.264, 1.668], [4.418, 1.931, 0.498], [-4.326, 1.598, -1.518], [-2.727, 1.314, -1.022], [-5.908, -0.002, -0.853], [-3.316, -1.792, 0.628], [-2.959, -0.288, 1.509], [5.884, -0.579, -1.183], [-3.710, 1.183, -0.830], [-5.246, -0.572, -0.328], [-0.653, -0.548, -0.620]], "forces_ev_per_a": [[2.023, 0.350, 1.243], [0.243, 0.021, 0.097], [-0.189, -0.063, -0.033], [-0.090, -0.045, 0.151], [2.504, -0.594, -1.188], [-0.482, -0.083, -0.025], [-0.042, -0.143, 0.440], [1.987, 0.293, -1.343], [0.843, -0.269, 0.499], [0.499, -0.123, 0.331], [0.190, -0.112, 0.029], [-0.039, 0.212, 0.105], [0.100, -0.076, 0.039], [0.098, 0.028, -0.283], [-0.099, -0.048, 0.046], [0.122, -0.111, 0.181], [-0.100, 0.010, -0.011], [-0.039, 0.001, 0.006], [0.070, 0.305, -0.032], [-0.097, -0.124, -0.222], [-2.441, 0.611, 1.176], [-0.022, -0.079, -0.117], [0.525, 0.227, -0.019], [-5.566, -0.190, -1.069]]}


(2)
{"formula": "C13H30MnN9OS", "method": "the ωB97M-V functional and the def2-TZVPD basis", "spin_multiplicity": 2, "charge": 1, "total_energy_ev": -71577.5690, "homo_lumo_gap_ev": [8.79, 8.62], "largest_force_ha_per_bohr": 0.050, "homo_energy_ev": [-11.10, -10.92], "relative_energy_kj_mol": 72.46, "species": ["Mn", "N", "C", "C", "N", "C", "C", "N", "C", "C", "N", "H", "H", "H", "H", "H", "H", "H", "H", "H", "H", "H", "H", "H", "H", "H", "H", "H", "H", "C", "N", "C", "N", "S", "H", "H", "H", "H", "H", "H", "N", "C", "N", "C", "N", "C", "C", "C", "O", "H", "H", "H", "H", "H", "H"], "positions_angstrom": [[-0.398, 0.257, -0.285], [-1.637, 0.031, 1.397], [-2.281, -1.286, 1.351], [-3.059, -1.390, 0.059], [-2.236, -0.931, -1.082], [-1.722, -2.059, -1.869], [-0.654, -2.770, -1.075], [0.379, -1.776, -0.747], [-2.975, 0.006, -1.943], [-3.151, 1.327, -1.234], [-1.814, 1.830, -0.896], [-1.013, 0.055, 2.202], [-2.329, 0.768, 1.534], [-2.941, -1.475, 2.201], [-1.484, -2.024, 1.393], [-3.955, -0.772, 0.117], [-3.405, -2.418, -0.088], [-1.280, -1.649, -2.780], [-2.517, -2.752, -2.170], [-0.266, -3.617, -1.644], [-1.052, -3.174, -0.146], [1.025, -1.693, -1.524], [0.911, -2.059, 0.075], [-3.943, -0.400, -2.258], [-2.378, 0.164, -2.844], [-3.719, 1.224, -0.310], [-3.714, 2.013, -1.870], [-1.885, 2.626, -0.269], [-1.362, 2.164, -1.743], [4.619, -1.040, 4.077], [3.288, -1.465, 3.684], [2.536, -0.889, 2.748], [3.058, 0.142, 2.063], [0.966, -1.460, 2.413], [4.882, -1.541, 5.004], [4.645, 0.034, 4.269], [5.365, -1.292, 3.321], [2.875, -2.271, 4.122], [3.918, 0.575, 2.358], [2.408, 0.701, 1.523], [-2.769, 3.014, 1.954], [-1.621, 3.180, 1.965], [-0.307, 3.316, 1.939], [0.320, 2.490, 1.208], [0.840, 1.696, 0.515], [1.466, 2.406, -3.383], [1.459, 1.185, -2.528], [2.768, 0.651, -2.042], [0.401, 0.641, -2.225], [2.292, 2.396, -4.095], [1.631, 3.255, -2.711], [0.518, 2.533, -3.898], [3.496, 1.449, -1.901], [3.160, -0.017, -2.816], [2.640, 0.092, -1.117]], "forces_ev_per_a": [[-2.191, -1.043, -0.818], [0.461, -0.058, 0.294], [-0.071, 0.004, 0.134], [-0.003, -0.069, -0.040], [0.283, 0.088, -0.271], [-0.064, -0.039, 0.022], [0.060, -0.002, -0.113], [0.380, 0.138, 0.411], [-0.135, -0.039, 0.017], [-0.066, 0.016, 0.008], [0.610, 0.252, -0.207], [-0.066, 0.048, 0.069], [0.065, 0.058, 0.005], [-0.003, 0.097, 0.028], [-0.033, -0.054, 0.043], [0.005, -0.002, 0.055], [0.028, 0.007, -0.097], [0.028, -0.029, -0.003], [-0.055, 0.046, 0.041], [0.087, 0.029, 0.007], [-0.038, -0.050, -0.034], [0.017, 0.037, 0.007], [0.058, -0.052, -0.035], [0.002, -0.043, 0.044], [-0.006, 0.001, -0.003], [-0.002, 0.018, -0.001], [0.041, 0.064, 0.014], [-0.157, -0.051, -0.005], [-0.032, 0.076, -0.008], [-0.002, -0.020, -0.007], [-0.069, -0.050, -0.012], [-0.062, 0.052, -0.108], [-0.118, 0.028, 0.075], [0.370, -0.112, 0.269], [0.009, -0.019, -0.011], [-0.012, 0.001, 0.026], [0.000, 0.016, -0.017], [0.003, 0.023, 0.046], [0.016, -0.006, -0.011], [0.014, -0.004, -0.045], [0.006, 0.041, -0.028], [0.022, -0.087, 0.036], [0.057, 0.455, 0.343], [-0.178, -0.337, -0.206], [0.624, 0.213, 0.092], [0.041, -0.070, -0.129], [-0.015, -0.105, 0.098], [0.020, 0.058, 0.079], [0.062, 0.440, -0.041], [0.006, 0.014, 0.015], [0.006, 0.000, -0.017], [-0.007, 0.002, 0.007], [-0.001, -0.012, -0.004], [0.011, 0.031, -0.009], [-0.005, 0.001, -0.004]]}


(3)
{"formula": "C55H75N7O4RbS", "method": "the ωB97M-V functional and the def2-TZVPD basis", "charge": -1, "total_energy_ev": -88367.9258, "homo_lumo_gap_ev": 5.65, "largest_force_ha_per_bohr": 0.009, "homo_energy_ev": -3.78, "relative_energy_kj_mol": 7.29, "species": ["Rb", "C", "N", "C", "C", "C", "N", "C", "C", "C", "C", "C", "C", "C", "O", "C", "C", "C", "C", "C", "C", "C", "C", "C", "C", "C", "C", "C", "C", "C", "O", "C", "C", "C", "C", "C", "C", "C", "C", "H", "H", "H", "H", "H", "H", "H", "H", "H", "H", "H", "H", "H", "H", "H", "H", "H", "H", "H", "H", "H", "H", "H", "H", "H", "H", "H", "H", "H", "H", "H", "H", "H", "H", "H", "H", "H", "H", "H", "H", "H", "H", "H", "H", "H", "H", "H", "H", "H", "H", "H", "H", "H", "H", "C", "N", "C", "C", "N", "C", "S", "C", "C", "C", "C", "C", "N", "H", "H", "H", "H", "H", "H", "H", "H", "H", "O", "C", "C", "C", "C", "N", "C", "C", "C", "C", "C", "C", "O", "C", "C", "N", "H", "H", "H", "H", "H", "H", "H", "H", "H", "H", "H", "H"], "positions_angstrom": [[0.630, -0.387, 0.116], [-2.980, 0.499, 0.019], [-2.179, -0.050, -1.059], [-2.671, -1.345, -1.478], [-2.090, 0.846, -2.207], [-1.330, 2.143, -1.932], [0.023, 1.918, -1.454], [0.517, 2.898, -0.462], [-0.439, 3.352, 0.611], [-1.097, 4.567, 0.451], [-1.966, 5.080, 1.402], [-2.130, 4.319, 2.567], [-1.487, 3.118, 2.800], [-0.610, 2.570, 1.793], [-0.030, 1.439, 1.946], [-1.696, 2.340, 4.102], [-2.636, 3.058, 5.073], [-0.349, 2.151, 4.819], [-2.307, 0.965, 3.789], [-2.724, 6.395, 1.237], [-4.237, 6.133, 1.283], [-2.405, 7.079, -0.093], [-2.351, 7.363, 2.369], [1.030, 1.807, -2.523], [0.742, 0.840, -3.644], [0.248, 1.333, -4.837], [-0.051, 0.518, -5.926], [0.215, -0.841, -5.768], [0.743, -1.396, -4.608], [1.008, -0.557, -3.470], [1.464, -1.018, -2.364], [1.032, -2.897, -4.521], [0.181, -3.537, -3.414], [2.519, -3.119, -4.208], [0.723, -3.635, -5.826], [-0.633, 1.122, -7.202], [-0.892, 0.066, -8.278], [-1.968, 1.813, -6.887], [0.339, 2.160, -7.784], [-4.012, 0.725, -0.308], [-2.530, 1.410, 0.413], [-3.029, -0.218, 0.842], [-3.689, -1.295, -1.909], [-2.709, -2.024, -0.620], [-2.001, -1.770, -2.228], [-3.104, 1.118, -2.564], [-1.598, 0.301, -3.013], [-1.867, 2.720, -1.179], [-1.349, 2.743, -2.858], [0.897, 3.798, -0.978], [1.385, 2.436, 0.027], [-0.911, 5.113, -0.469], [-2.795, 4.705, 3.331], [-2.249, 4.040, 5.356], [-2.733, 2.460, 5.983], [-3.634, 3.187, 4.649], [0.059, 3.122, 5.115], [0.358, 1.657, 4.155], [-0.482, 1.544, 5.722], [-3.302, 1.086, 3.350], [-2.405, 0.373, 4.706], [-1.670, 0.431, 3.087], [-4.528, 5.460, 0.475], [-4.796, 7.068, 1.177], [-4.527, 5.668, 2.226], [-2.680, 6.449, -0.941], [-1.342, 7.316, -0.173], [-2.966, 8.014, -0.168], [-2.592, 6.940, 3.345], [-2.890, 8.310, 2.265], [-1.279, 7.569, 2.350], [1.975, 1.530, -2.044], [1.168, 2.808, -2.974], [0.083, 2.405, -4.907], [0.007, -1.500, -6.599], [0.367, -3.027, -2.470], [0.426, -4.600, -3.305], [-0.881, -3.459, -3.663], [2.774, -2.662, -3.253], [3.140, -2.676, -4.990], [2.732, -4.195, -4.180], [-0.333, -3.562, -6.093], [0.964, -4.695, -5.703], [1.318, -3.249, -6.658], [-1.601, -0.688, -7.931], [0.031, -0.438, -8.570], [-1.313, 0.544, -9.166], [-2.684, 1.090, -6.491], [-2.393, 2.269, -7.787], [-1.838, 2.596, -6.138], [1.294, 1.689, -8.027], [0.534, 2.961, -7.070], [-0.072, 2.607, -8.695], [6.641, -4.230, 1.221], [5.479, -4.480, 0.401], [5.477, -4.612, -0.979], [4.204, -4.819, -1.360], [3.435, -4.805, -0.210], [4.216, -4.603, 0.896], [3.753, -4.584, 2.501], [2.009, -4.908, -0.160], [1.391, -6.110, -0.449], [0.007, -6.161, -0.356], [-0.680, -5.018, 0.013], [0.053, -3.860, 0.239], [1.373, -3.798, 0.164], [7.518, -4.654, 0.735], [6.485, -4.697, 2.192], [6.790, -3.161, 1.375], [6.376, -4.523, -1.560], [3.759, -4.917, -2.332], [1.984, -6.976, -0.706], [-0.521, -7.083, -0.562], [-1.758, -5.006, 0.094], [-0.447, -2.944, 0.523], [3.784, 0.048, 7.280], [3.962, 0.866, 6.132], [3.320, 0.215, 4.940], [3.821, 0.429, 3.664], [3.129, -0.124, 2.600], [2.026, -0.839, 2.719], [1.549, -1.059, 3.939], [2.170, -0.548, 5.075], [0.264, -1.814, 4.031], [-0.188, -2.317, 5.249], [-1.414, -2.956, 5.318], [-1.934, -3.502, 6.625], [-0.914, -3.978, 7.486], [-2.156, -3.069, 4.152], [-1.620, -2.556, 2.983], [-0.439, -1.957, 2.907], [4.106, 0.527, 8.048], [5.024, 1.034, 5.926], [3.489, 1.845, 6.284], [4.711, 1.023, 3.499], [3.479, 0.054, 1.586], [1.760, -0.699, 6.062], [0.410, -2.227, 6.145], [-2.676, -4.282, 6.422], [-2.439, -2.707, 7.178], [-0.348, -4.574, 6.982], [-3.124, -3.556, 4.148], [-2.177, -2.639, 2.054]], "forces_ev_per_a": [[0.073, -0.437, 0.204], [-0.002, 0.003, -0.011], [0.012, 0.020, -0.031], [-0.023, 0.017, 0.008], [0.018, 0.022, -0.012], [-0.008, -0.042, -0.021], [0.079, 0.099, 0.055], [-0.009, 0.034, 0.065], [0.051, -0.046, -0.032], [-0.013, 0.014, 0.024], [0.017, -0.022, -0.024], [0.004, 0.034, -0.003], [-0.024, 0.009, -0.008], [-0.106, -0.013, 0.068], [0.142, 0.169, -0.028], [-0.004, 0.004, -0.002], [0.003, -0.028, -0.014], [-0.026, 0.013, -0.018], [0.019, -0.006, 0.018], [-0.010, 0.004, 0.021], [0.023, 0.004, -0.008], [-0.011, -0.003, 0.023], [0.008, -0.018, -0.030], [-0.089, -0.021, -0.016], [0.018, 0.067, 0.060], [-0.005, -0.014, -0.010], [0.002, -0.009, 0.010], [-0.009, 0.041, -0.026], [-0.145, 0.033, 0.002], [0.089, -0.108, -0.071], [0.024, 0.074, -0.075], [0.005, 0.018, -0.004], [0.013, 0.012, -0.006], [0.005, -0.035, 0.004], [0.017, 0.000, 0.025], [-0.008, 0.008, -0.009], [0.008, 0.026, 0.025], [0.017, -0.013, -0.003], [-0.009, -0.014, 0.002], [-0.002, -0.007, 0.011], [-0.009, 0.004, -0.011], [0.001, 0.009, 0.006], [0.001, -0.006, 0.008], [0.004, -0.004, -0.005], [-0.002, -0.001, 0.002], [-0.003, -0.025, 0.005], [-0.003, 0.005, -0.001], [0.001, 0.004, -0.004], [-0.001, -0.001, 0.007], [-0.057, -0.020, -0.075], [0.002, 0.030, -0.034], [-0.004, 0.004, -0.005], [0.001, -0.001, -0.009], [-0.011, 0.002, 0.007], [-0.005, 0.001, 0.007], [-0.005, 0.009, 0.010], [0.004, -0.007, 0.002], [0.035, -0.010, -0.020], [0.001, 0.003, -0.009], [-0.001, -0.002, -0.001], [-0.011, -0.003, 0.008], [-0.015, 0.008, -0.003], [-0.012, 0.002, 0.003], [-0.007, 0.002, 0.000], [-0.007, -0.003, 0.002], [0.003, 0.000, -0.008], [0.001, 0.004, -0.010], [0.002, 0.003, -0.009], [0.001, 0.004, 0.011], [-0.004, 0.004, 0.005], [0.000, 0.011, 0.010], [-0.025, 0.003, -0.011], [0.065, 0.000, 0.019], [-0.002, 0.002, 0.001], [-0.003, 0.006, 0.009], [-0.007, 0.010, 0.019], [0.005, -0.002, 0.004], [-0.002, -0.001, 0.009], [0.004, 0.017, -0.001], [0.004, 0.006, 0.004], [0.001, 0.003, 0.007], [0.001, -0.004, -0.011], [-0.005, -0.006, -0.001], [-0.007, -0.011, -0.006], [-0.001, -0.009, -0.007], [-0.004, -0.011, -0.010], [-0.001, -0.007, -0.006], [-0.009, 0.005, 0.003], [-0.006, 0.003, 0.000], [-0.004, 0.005, 0.000], [0.005, 0.005, -0.004], [0.002, 0.003, 0.003], [0.002, 0.006, -0.001], [0.049, 0.007, 0.025], [-0.002, -0.007, 0.023], [-0.052, 0.008, -0.036], [0.035, 0.073, -0.018], [-0.159, -0.074, 0.154], [0.036, -0.051, 0.021], [0.007, 0.004, -0.038], [0.117, 0.214, -0.030], [-0.015, -0.093, 0.051], [0.046, -0.007, -0.005], [0.105, 0.011, -0.173], [-0.207, -0.027, 0.160], [0.050, 0.032, -0.044], [-0.006, 0.002, -0.002], [-0.004, -0.018, -0.012], [-0.024, 0.002, -0.008], [-0.005, -0.006, -0.012], [0.017, 0.008, -0.027], [-0.018, -0.011, -0.008], [0.005, -0.005, 0.001], [0.000, 0.000, 0.012], [-0.032, -0.005, -0.020], [0.025, -0.013, 0.002], [-0.030, 0.008, -0.010], [0.014, 0.022, -0.040], [-0.157, -0.098, 0.174], [0.170, 0.240, -0.192], [0.022, -0.186, -0.072], [-0.011, 0.121, 0.053], [0.002, 0.002, 0.032], [0.017, -0.011, 0.001], [0.020, -0.009, 0.036], [-0.035, -0.004, 0.016], [0.001, 0.003, -0.010], [0.006, 0.002, 0.004], [0.023, 0.023, 0.002], [-0.012, -0.040, 0.020], [-0.068, 0.040, -0.065], [-0.025, 0.014, 0.005], [0.001, -0.017, 0.006], [0.016, 0.005, 0.004], [0.007, -0.009, -0.018], [0.024, -0.076, -0.008], [-0.008, -0.001, -0.001], [0.003, 0.001, -0.004], [0.007, 0.001, 0.003], [-0.006, -0.004, -0.003], [-0.005, -0.004, 0.002], [-0.004, 0.003, -0.014], [0.003, -0.005, -0.004]]}